1.
{
  "formula": "C7H10",
  "method": "ωB97M-V with the def2-TZVPD basis set",
  "gap_ha": 0.3515,
  "spin_multiplicity": 1,
  "smiles": "C1C[C@H]2[C@@H]1[C@H]1C[C@@H]21",
  "homo_ev": -8.35,
  "charge": 0,
  "molar_mass_g_mol": 94.16,
  "symbols": ["H", "H", "H", "C", "H", "H", "H", "C", "C", "H", "H", "C", "C", "C", "H", "C", "H"],
  "positions_angstrom": [[-2.39003, 1.45799, -0.34277], [-0.80371, -1.56393, 1.15910], [2.04208, -0.56363, 1.54804], [-0.15464, 1.28408, -0.67083], [-0.96801, 1.26110, 0.82736], [0.70457, -2.44427, 0.78828], [1.96707, 0.65214, -0.61076], [-1.55427, 0.85834, 0.00652], [0.21752, -0.86609, -0.69814], [-1.41425, 0.08752, -2.05216], [0.57649, 0.30592, 2.05138], [1.02981, -0.27549, 1.24271], [1.00483, 0.36506, -0.17745], [0.19444, -1.47770, 0.72060], [0.58536, -1.47871, -1.52266], [-0.90994, 0.08462, -1.09309], [-0.05213, 2.25378, -1.12372]],
  "nbo_charge": [0.2187, 0.2173, 0.2123, -0.2226, 0.2794, 0.2069, 0.2170, -0.5357, -0.2048, 0.2314, 0.2047, -0.4140, -0.2155, -0.4131, 0.2115, -0.2145, 0.2211]
}

---

2.
{
  "formula": "C7H10",
  "method": "ωB97M-V with the def2-TZVPD basis set",
  "gap_ha": 0.3224,
  "spin_multiplicity": 1,
  "smiles": "C1[C@@H]2C[C@@H]3[C@H]1C[C@H]23",
  "homo_ev": -7.73,
  "charge": 0,
  "molar_mass_g_mol": 94.16,
  "symbols": ["C", "H", "C", "H", "H", "C", "C", "C", "H", "C", "C", "H", "H", "H", "H", "H", "H"],
  "positions_angstrom": [[-0.04959, 0.02676, 1.16479], [-0.10621, -1.44131, 1.02082], [0.00364, -1.31525, -0.12238], [1.72014, 1.29702, 0.50114], [-0.45323, 1.93231, -0.82112], [-0.94476, -0.22068, -0.71020], [0.02798, 0.96104, -0.97414], [1.43936, -0.80602, -0.35025], [-1.64840, -0.48131, -1.50377], [-1.47207, 0.17849, 0.66180], [0.99186, 0.56767, 0.14664], [-2.12748, -0.59882, 1.07689], [2.14269, -1.35385, 0.27955], [0.18109, 0.02481, 2.23895], [-1.94224, 1.15828, 0.75298], [1.80663, -0.81911, -1.38544], [0.51663, 0.95652, -1.95059]],
  "nbo_charge": [-0.1934, 0.2837, -0.2387, 0.2063, 0.2060, -0.2558, -0.4097, -0.4391, 0.2183, -0.4135, -0.2316, 0.2157, 0.2101, 0.2259, 0.2017, 0.2052, 0.2090]
}

---

3.
{
  "formula": "C7H10",
  "method": "ωB97M-V with the def2-TZVPD basis set",
  "gap_ha": 0.3755,
  "spin_multiplicity": 1,
  "smiles": "C=CCC1=C[C@H]1C",
  "homo_ev": -9.05,
  "charge": 0,
  "molar_mass_g_mol": 94.16,
  "symbols": ["C", "H", "H", "C", "H", "H", "H", "C", "H", "H", "H", "C", "H", "H", "C", "C", "C"],
  "positions_angstrom": [[0.02215, 1.76561, 0.67653], [-0.63749, 2.14678, -1.35868], [1.22535, -1.72556, -0.56445], [-0.82095, -1.20761, -0.09548], [-1.90268, -1.31230, -2.31604], [0.91324, 1.31593, -1.21897], [-1.52291, -1.24158, 0.74696], [-0.74113, 0.05897, -0.88619], [0.26589, -3.10710, -0.00080], [2.04552, 1.22791, 0.95333], [-0.89422, 2.10621, 1.15765], [0.43553, -2.03224, 0.13280], [1.14000, 1.80256, 2.46623], [0.81136, -1.87439, 1.15140], [-0.09111, 1.39256, -0.78006], [1.12322, 1.59734, 1.39980], [-1.37176, -0.91309, -1.46402]],
  "nbo_charge": [-0.1583, 0.2319, 0.2000, -0.2434, 0.2208, 0.2328, 0.1706, 0.0513, 0.2054, 0.1909, 0.1991, -0.6281, 0.2022, 0.2092, -0.4932, -0.3940, -0.1971]
}

---

Calculated relative energies: 1 27.6; 2 32.6; 3 0.0, given in kcal/mol